No. 1
ORCA calculation (wB97M-V/def2-TZVPD) on a molecular structure, C32H21F12N2O5ReS in a non-equilibrium geometry.

Each line ends with the Mulliken spin population.
CARTESIAN COORDINATES (ANGSTROEM)
Re (-0.334, -0.225, -0.249)  0.09
C (5.576, -3.489, -1.050)  0.00
C (4.564, -2.463, -0.673)  0.08
C (4.552, -1.187, -1.231)  -0.04
C (3.576, -0.277, -0.885)  0.14
C (2.545, -0.626, -0.001)  -0.03
N (1.532, 0.277, 0.309)  0.38
C (1.929, 1.563, 0.559)  0.04
C (3.254, 1.774, 1.020)  0.12
C (3.835, 3.016, 1.038)  -0.04
C (3.126, 4.136, 0.607)  0.12
C (3.756, 5.478, 0.514)  0.00
C (1.774, 3.962, 0.312)  -0.01
C (1.149, 2.725, 0.340)  0.04
C (-0.361, 2.717, 0.115)  0.07
O (-0.989, 1.514, 0.157)  -0.01
C (-0.705, 3.375, -1.268)  0.00
F (-1.158, 4.619, -1.162)  0.00
F (0.357, 3.425, -2.091)  0.00
F (-1.616, 2.653, -1.915)  0.00
C (-1.038, 3.506, 1.286)  0.01
F (-0.797, 2.866, 2.429)  0.00
F (-0.599, 4.757, 1.453)  0.00
F (-2.354, 3.565, 1.118)  0.00
C (2.522, -1.938, 0.515)  -0.02
C (3.540, -2.818, 0.209)  -0.01
C (1.255, -2.316, 1.269)  0.03
O (0.181, -2.025, 0.473)  0.03
C (1.202, -1.551, 2.644)  0.02
F (0.397, -0.481, 2.594)  0.00
F (0.791, -2.307, 3.652)  0.00
F (2.416, -1.084, 2.972)  0.00
C (1.149, -3.843, 1.548)  0.00
F (1.305, -4.529, 0.412)  0.00
F (2.086, -4.279, 2.395)  0.00
F (-0.033, -4.172, 2.046)  0.00
H (6.431, -3.052, -1.559)  0.00
H (5.109, -4.213, -1.719)  0.01
H (5.915, -4.038, -0.174)  0.00
H (5.316, -0.900, -1.938)  0.00
H (3.574, 0.715, -1.310)  0.00
H (3.820, 0.916, 1.347)  -0.01
H (4.857, 3.119, 1.368)  0.00
H (4.827, 5.397, 0.343)  0.00
H (3.600, 6.023, 1.446)  0.02
H (3.305, 6.068, -0.278)  0.00
H (1.211, 4.846, 0.062)  0.00
H (3.569, -3.804, 0.645)  0.00
O (0.499, 0.660, -1.997)  -0.02
N (0.227, 0.232, -3.212)  -0.01
C (0.806, 0.861, -4.253)  0.00
C (0.624, 0.403, -5.529)  0.00
C (-0.171, -0.729, -5.742)  0.00
C (-0.786, -1.334, -4.674)  0.00
C (-0.594, -0.834, -3.378)  0.02
S (-1.344, -1.504, -1.978)  -0.07
H (1.404, 1.723, -3.999)  0.00
H (1.099, 0.914, -6.351)  0.00
H (-0.296, -1.119, -6.738)  0.00
H (-1.421, -2.197, -4.796)  0.00
O (-3.190, -0.573, -0.487)  0.01
C (-2.941, -0.694, 0.713)  0.00
O (-1.780, -0.660, 1.196)  0.02
C (-4.011, -0.954, 1.735)  0.00
C (-3.586, -1.454, 2.963)  0.00
C (-4.513, -1.717, 3.950)  0.00
C (-5.856, -1.478, 3.711)  0.00
C (-6.273, -0.963, 2.495)  0.00
C (-5.354, -0.697, 1.491)  0.00
H (-2.536, -1.636, 3.126)  0.00
H (-4.184, -2.109, 4.900)  0.00
H (-6.583, -1.700, 4.477)  0.00
H (-7.319, -0.765, 2.327)  0.00
H (-5.679, -0.290, 0.546)  0.00

For the orbital gap (alpha / beta), the calculation gives 6.3 / 5.2 eV. The value obtained for the HOMO energy (alpha / beta) is -11.20 / -11.19 eV. The spin multiplicity is 2. As for the charge: +1.

=====

No. 2
ORCA calculation (wB97M-V/def2-TZVPD) on a single C6H5N molecule in a non-equilibrium geometry.

Each line ends with the natural charge from an NBO analysis.
CARTESIAN COORDINATES (ANGSTROEM)
N (2.049, 2.312, 0.662)  -0.31
C (1.123, 1.580, 0.356)  0.31
C (-0.040, 0.761, 0.257)  -0.45
C (-0.591, 0.426, -0.969)  -0.16
C (-0.793, -0.916, -1.007)  -0.22
C (-0.150, -1.460, 0.209)  -0.20
C (0.081, -0.482, 1.097)  -0.17
H (-0.839, 1.320, 0.709)  0.30
H (-0.730, 1.090, -1.814)  0.24
H (-0.817, -1.634, -1.916)  0.23
H (0.215, -2.399, 0.386)  0.21
H (0.492, -0.598, 2.032)  0.22

For the orbital gap, the calculation gives 10.0 eV. The value obtained for the HOMO energy is -9.35 eV. The SMILES is N#CC1C=CC=C1. As for the charge: 0.

=====

No. 3
ORCA calculation (wB97M-V/def2-TZVPD) on a single C6H6N2O molecule in a non-equilibrium geometry.

Each line ends with the natural charge from an NBO analysis.
CARTESIAN COORDINATES (ANGSTROEM)
C (-2.247, -0.937, 0.478)  -0.31
C (-1.108, -0.240, 0.209)  -0.12
C (-1.150, 1.197, 0.324)  0.24
N (-1.110, 2.341, 0.386)  -0.30
C (0.326, -0.729, -0.233)  -0.32
C (1.079, 0.204, -1.172)  -0.22
N (2.094, 0.366, -0.123)  -0.62
C (1.266, -0.121, 0.883)  0.68
O (1.452, 0.016, 2.118)  -0.57
H (-2.237, -2.022, 0.158)  0.21
H (-3.204, -0.468, 0.817)  0.23
H (0.273, -1.734, -0.455)  0.24
H (0.408, 1.135, -1.418)  0.22
H (1.459, -0.327, -2.104)  0.21
H (2.698, 1.318, 0.133)  0.41

For the orbital gap, the calculation gives 10.2 eV. The value obtained for the HOMO energy is -10.03 eV. The SMILES is C=C(C#N)[C@H]1CNC1=O. As for the charge: 0.

=====

No. 4
ORCA calculation (wB97M-V/def2-TZVPD) on 3 unconnected molecules or ions with the total composition CH9N5 in a non-equilibrium geometry.

Each line ends with the natural charge from an NBO analysis.
CARTESIAN COORDINATES (ANGSTROEM)
C (-8.665, 1.557, -0.248)  0.16
N (-7.981, 0.660, -0.199)  -0.42
N (-6.320, -1.732, 0.243)  -0.45
N (-5.969, -0.621, -0.271)  0.22
N (13.221, 0.146, -0.232)  -0.89
N (-5.163, 0.210, 0.255)  -0.46
H (-9.219, 2.549, -0.439)  0.28
H (-6.926, -2.335, -0.217)  0.43
H (-6.199, -2.087, 1.224)  0.39
H (12.554, -0.592, -0.368)  0.46
H (13.816, 0.204, -1.073)  0.46
H (12.574, 1.029, -0.131)  0.48
H (13.998, 0.078, 0.492)  0.49
H (-4.971, -0.058, 1.242)  0.39
H (-4.749, 0.993, -0.277)  0.46

For the orbital gap, the calculation gives 11.5 eV. The value obtained for the HOMO energy is -17.16 eV. As for the charge: +2.

=====

No. 5
ORCA calculation (wB97M-V/def2-TZVPD) on a molecular structure, C2HCsFLi2O2 in a non-equilibrium geometry.

Each line ends with the natural charge from an NBO analysis.
CARTESIAN COORDINATES (ANGSTROEM)
O (-0.593, -0.392, -0.007)  -0.71
C (-1.127, 0.659, -0.347)  0.34
C (-2.488, 0.916, -0.688)  0.06
O (-3.374, 0.003, -0.627)  -0.82
Li (1.956, -0.417, 0.509)  0.97
F (3.677, -0.356, 0.681)  -0.98
H (-2.768, 1.985, -0.676)  0.16
Li (-3.048, -1.738, -0.117)  0.97
Cs (7.764, -0.661, 1.273)  1.00

For the orbital gap (alpha / beta), the calculation gives 6.0 / 6.4 eV. The value obtained for the HOMO energy (alpha / beta) is -9.33 / -9.81 eV. As for the charge: +1.

=====

No. 6
ORCA calculation (wB97M-V/def2-TZVPD) on 12 unconnected molecules or ions with the total composition C51H67ClN15O2 in a non-equilibrium geometry.

Each line ends with the Löwdin charge.
CARTESIAN COORDINATES (ANGSTROEM)
C (-1.792, 1.314, -7.378)  -0.13
C (-2.085, 2.848, -7.004)  -0.67
Cl (-3.623, 3.333, -7.873)  0.60
C (-2.214, 2.943, -5.399)  -0.13
N (-0.920, 2.582, -4.750)  -0.07
C (0.370, 2.762, -5.312)  0.02
N (1.398, 2.267, -4.439)  0.16
C (0.596, 1.804, -3.336)  -0.26
N (1.148, 1.215, -2.236)  0.15
N (-0.836, 2.008, -3.517)  0.03
C (-1.935, 1.617, -2.573)  0.02
C (-1.612, 2.069, -1.059)  -0.37
O (-1.228, 1.295, -0.171)  0.09
O (-1.758, 3.460, -0.774)  0.05
H (-0.908, 1.234, -8.090)  0.09
H (-2.703, 0.878, -7.918)  0.08
H (-1.612, 0.661, -6.454)  0.08
H (-1.243, 3.493, -7.417)  0.10
H (-2.997, 2.180, -5.057)  0.14
H (-2.511, 3.998, -5.074)  0.15
H (0.712, 3.170, -6.309)  0.16
H (0.786, 0.268, -2.032)  0.14
H (1.872, 1.648, -1.656)  0.13
H (-2.084, 0.480, -2.622)  0.16
H (-2.932, 2.103, -2.835)  0.15
H (-0.879, 3.709, -0.391)  0.14
N (5.198, -0.984, -2.375)  -0.02
C (5.953, -1.259, -1.265)  -0.13
C (5.187, -0.998, -0.155)  -0.08
C (3.921, -0.554, -0.612)  -0.11
C (3.956, -0.559, -1.985)  -0.16
H (5.508, -1.081, -3.329)  0.15
H (6.967, -1.615, -1.361)  0.10
H (5.503, -1.115, 0.871)  0.09
H (3.078, -0.265, -0.002)  0.09
H (3.208, -0.296, -2.717)  0.09
N (4.883, -3.629, -3.744)  0.00
C (3.678, -4.150, -4.132)  -0.14
C (3.902, -4.991, -5.195)  -0.12
C (5.295, -4.981, -5.455)  -0.11
C (5.875, -4.135, -4.542)  -0.15
H (5.019, -2.976, -2.987)  0.10
H (2.767, -3.877, -3.620)  0.10
H (3.147, -5.551, -5.727)  0.10
H (5.816, -5.532, -6.224)  0.10
H (6.906, -3.848, -4.392)  0.11
N (8.315, -3.931, -0.152)  0.01
C (8.458, -2.947, 0.789)  -0.15
C (9.088, -3.493, 1.880)  -0.12
C (9.339, -4.856, 1.585)  -0.09
C (8.855, -5.097, 0.323)  -0.13
H (7.882, -3.816, -1.054)  0.13
H (8.099, -1.946, 0.603)  0.09
H (9.341, -2.970, 2.790)  0.09
H (9.822, -5.580, 2.224)  0.10
H (8.846, -5.996, -0.275)  0.11
N (-2.161, 2.471, 2.582)  0.00
C (-1.403, 2.191, 3.687)  -0.14
C (-2.163, 2.452, 4.800)  -0.10
C (-3.429, 2.902, 4.351)  -0.11
C (-3.400, 2.901, 2.978)  -0.14
H (-1.855, 2.376, 1.626)  0.08
H (-0.390, 1.832, 3.587)  0.10
H (-1.844, 2.332, 5.825)  0.10
H (-4.270, 3.193, 4.964)  0.09
H (-4.151, 3.169, 2.250)  0.10
N (-8.195, 3.081, 3.661)  0.01
C (-8.173, 2.554, 4.926)  -0.15
C (-7.427, 1.402, 4.892)  -0.10
C (-6.978, 1.228, 3.560)  -0.11
C (-7.465, 2.281, 2.823)  -0.14
H (-8.673, 3.924, 3.390)  0.13
H (-8.689, 3.043, 5.738)  0.11
H (-7.226, 0.756, 5.733)  0.07
H (-6.366, 0.423, 3.181)  0.09
H (-7.356, 2.528, 1.778)  0.10
N (6.937, -2.548, 4.378)  0.00
C (7.691, -2.822, 5.487)  -0.14
C (6.925, -2.560, 6.596)  -0.11
C (5.659, -2.117, 6.140)  -0.12
C (5.695, -2.122, 4.767)  -0.15
H (7.247, -2.645, 3.424)  0.10
H (8.705, -3.178, 5.392)  0.10
H (7.240, -2.677, 7.622)  0.09
H (4.815, -1.827, 6.748)  0.09
H (4.946, -1.859, 4.035)  0.10
N (2.128, -3.826, -7.968)  0.00
C (0.926, -3.937, -8.617)  -0.15
C (1.123, -4.690, -9.748)  -0.11
C (2.493, -5.052, -9.781)  -0.10
C (3.087, -4.508, -8.669)  -0.14
H (2.282, -3.323, -7.109)  0.13
H (0.038, -3.470, -8.219)  0.10
H (0.366, -4.952, -10.471)  0.09
H (2.988, -5.646, -10.534)  0.09
H (4.106, -4.546, -8.317)  0.10
N (-7.612, 5.715, 6.328)  0.00
C (-7.154, 5.806, 7.615)  -0.14
C (-7.238, 7.120, 8.003)  -0.11
C (-7.773, 7.849, 6.911)  -0.11
C (-7.997, 6.955, 5.893)  -0.14
H (-7.660, 4.867, 5.787)  0.09
H (-6.807, 4.930, 8.142)  0.11
H (-6.949, 7.514, 8.965)  0.09
H (-7.972, 8.910, 6.875)  0.09
H (-8.394, 7.095, 4.899)  0.08
N (-5.608, -1.512, 7.040)  0.00
C (-5.457, -0.531, 7.984)  -0.15
C (-4.826, -1.083, 9.071)  -0.11
C (-4.581, -2.446, 8.770)  -0.11
C (-5.071, -2.682, 7.510)  -0.14
H (-6.044, -1.393, 6.141)  0.13
H (-5.813, 0.471, 7.801)  0.10
H (-4.567, -0.563, 9.981)  0.09
H (-4.098, -3.174, 9.405)  0.09
H (-5.086, -3.578, 6.908)  0.10
N (9.558, -6.591, -3.897)  0.00
C (8.356, -6.702, -4.545)  -0.15
C (8.554, -7.454, -5.677)  -0.11
C (9.924, -7.816, -5.709)  -0.11
C (10.518, -7.272, -4.597)  -0.14
H (9.712, -6.088, -3.038)  0.13
H (7.468, -6.236, -4.148)  0.08
H (7.797, -7.717, -6.400)  0.09
H (10.420, -8.410, -6.462)  0.09
H (11.537, -7.309, -4.245)  0.11
N (-10.631, 7.066, 1.297)  0.00
C (-10.172, 7.158, 2.584)  -0.16
C (-10.256, 8.473, 2.971)  -0.11
C (-10.791, 9.201, 1.879)  -0.11
C (-11.015, 8.307, 0.862)  -0.14
H (-10.679, 6.220, 0.755)  0.14
H (-9.826, 6.282, 3.111)  0.08
H (-9.967, 8.868, 3.934)  0.09
H (-10.990, 10.261, 1.842)  0.09
H (-11.412, 8.445, -0.132)  0.11

For the orbital gap, the calculation gives 5.0 eV. The value obtained for the HOMO energy is -9.28 eV. As for the charge: +1.

=====

Look up the charge of the fourth one. +2

=====

Which value of charge does entry 2 give? 0